No. 1
A 3-piece molecular cluster, C39H52BF3NO12 overall at a distorted geometry. Source: the Open Molecules 2025 dataset; level of theory: ωB97M-V with the def2-TZVPD basis set.

- maximum force (eV/Å) = 1.18
- energy (a.u.) = -2799.07039
- net charge = +1
- LUMO level (eV) = -3.00
- ΔE to the lowest compared entry with this formula, charge and spin (kcal per mole) = 0.0
- orbital gap (eV) = 8.673

Geometry as XYZ:
```
108
Properties=species:S:1:pos:R:3:mulliken_charge:R:1
C 7.10190 0.93024 3.50941 -1.131
C 7.01815 -0.42532 2.77679 -0.387
C 7.17537 -0.26982 1.26094 -1.007
C 5.98886 0.45035 0.59430 -0.623
C 5.01210 -0.50985 -0.12137 -1.005
C 3.73843 -0.81152 0.70342 -0.936
C 2.59980 0.08600 0.23994 -0.722
N 1.26862 -0.27191 0.82039 0.865
C 0.37004 0.90058 1.12707 0.066
C 0.27586 1.92385 0.00946 -0.533
C -0.57946 3.14232 0.41698 -0.559
C -1.44907 3.53238 -0.74894 -0.058
F -0.96465 3.31041 -1.99334 -0.362
C -2.67404 4.02299 -0.62150 0.498
F -3.63024 3.97934 -1.52995 -0.245
F -3.08412 4.59955 0.50370 -0.196
C 0.80232 1.51135 2.48283 -1.043
O -0.35088 1.90276 3.18735 -0.137
O 0.08116 2.19671 4.51343 -0.413
O -0.88180 0.28386 1.29510 -0.427
C -0.92972 -1.09877 0.91403 2.196
O -0.91719 -1.85944 2.08188 -0.705
B -1.46126 -1.28654 3.25002 0.854
O -2.76181 -0.92591 3.31801 -0.548
O -0.65736 -1.18574 4.35665 -0.571
C -2.23253 -1.26347 0.14475 -0.017
C -2.71894 -0.24351 -0.66645 -0.274
C -3.92486 -0.39597 -1.32647 -0.951
C -4.66568 -1.55897 -1.18078 -0.797
C -4.17934 -2.58496 -0.38372 -1.117
C -2.97172 -2.42965 0.27635 -0.300
C 0.39403 -1.33165 0.10357 -0.442
C 0.99558 -2.71530 0.30587 -1.420
C 0.02186 -3.90869 0.14003 -0.311
C 0.70628 -5.04943 -0.62927 -1.445
O 0.21315 -0.83187 -1.16984 -0.130
C 0.42202 -1.67916 -2.30161 -0.828
C 1.87537 -1.75901 -2.76044 1.088
C 2.27522 -0.54652 -3.59249 -1.747
O 1.98263 -2.96940 -3.48752 -0.590
H 7.16788 1.75083 2.79252 0.321
H 6.23942 1.12557 4.14338 0.282
H 8.00817 0.98008 4.10825 0.334
H 7.84200 -1.04758 3.12609 0.400
H 6.09230 -0.94901 3.02489 0.239
H 8.08017 0.31922 1.09978 0.352
H 7.35269 -1.24286 0.80066 0.402
H 5.42667 0.98206 1.36706 0.342
H 6.36573 1.18648 -0.11342 0.387
H 4.75117 -0.15797 -1.12070 0.320
H 5.52149 -1.46485 -0.25161 0.563
H 3.49619 -1.86512 0.57993 0.229
H 3.96117 -0.61950 1.75468 0.662
H 2.82744 1.08809 0.60967 0.610
H 2.54482 0.16299 -0.84098 -0.078
H 1.47718 -0.68790 1.73082 0.900
H 1.25329 2.25804 -0.33572 0.641
H -0.18784 1.44490 -0.84824 0.207
H -1.24355 2.92774 1.24751 0.315
H 0.08528 3.97939 0.64379 0.490
H 1.42969 2.38985 2.28485 0.639
H 1.39718 0.81995 3.08995 0.365
H 0.10573 3.16586 4.52217 0.340
H -2.92306 -0.42302 4.12450 0.307
H 0.20970 -1.56839 4.20128 0.286
H -2.18069 0.68466 -0.78380 0.303
H -4.31172 0.40825 -1.93774 0.536
H -5.62000 -1.66260 -1.67922 0.464
H -4.75603 -3.48930 -0.25749 0.576
H -2.61374 -3.22012 0.91910 0.537
H 1.86584 -2.88896 -0.32060 0.741
H 1.35114 -2.74155 1.33814 0.369
H -0.31456 -4.24988 1.11285 0.502
H -0.82090 -3.57390 -0.45874 0.063
H 1.76045 -5.11866 -0.35374 0.345
H 0.23416 -6.00640 -0.42071 0.442
H 0.67162 -4.85183 -1.70031 0.291
H -0.13632 -1.20150 -3.10804 0.908
H -0.01892 -2.66656 -2.18273 0.017
H 2.55569 -1.78677 -1.89910 -0.083
H 2.00050 0.38855 -3.10276 0.242
H 1.85553 -0.61910 -4.59427 0.495
H 3.36249 -0.53122 -3.70740 0.402
H 2.90903 -3.14934 -3.67350 0.417
C -1.14702 9.83054 0.38452 -0.338
C -0.49644 9.59306 1.52058 -0.360
C -0.94526 8.53311 2.45828 0.379
O -0.35130 8.30878 3.49098 -0.558
C -2.14946 7.75092 2.08146 -0.340
C -2.79980 7.98678 0.94609 -0.333
C -2.34895 9.04401 0.00422 0.323
O -2.93717 9.25158 -1.03297 -0.536
H -0.83783 10.59677 -0.31483 0.417
H 0.38267 10.15126 1.81624 0.417
H -2.45946 6.98481 2.78117 0.450
H -3.67809 7.42609 0.65208 0.467
C -7.08743 -6.30475 -2.82060 -0.372
C -7.44304 -6.39281 -4.09942 -0.378
C -6.60016 -5.81110 -5.17594 0.335
O -6.92146 -5.88723 -6.33961 -0.527
C -5.34371 -5.12817 -4.76865 -0.400
C -4.98969 -5.04119 -3.48987 -0.253
C -5.83368 -5.62347 -2.41676 0.388
O -5.50697 -5.54231 -1.25032 -0.552
H -7.68515 -6.71990 -2.01928 0.426
H -8.35238 -6.88537 -4.41887 0.409
H -4.74593 -4.71267 -5.56991 0.414
H -4.08082 -4.54765 -3.16819 0.512
```


No. 2
A 14-piece molecular cluster, C39H52N14O28 overall at a distorted geometry. Source: the Open Molecules 2025 dataset; level of theory: ωB97M-V with the def2-TZVPD basis set.

- maximum force (eV/Å) = 4.88
- energy (a.u.) = -4389.23860
- net charge = 0
- LUMO level (eV) = -0.46
- ΔE to the lowest compared entry with this formula, charge and spin (kcal per mole) = 0.0
- orbital gap (eV) = 9.282

Geometry as XYZ:
```
133
Properties=species:S:1:pos:R:3:mulliken_charge:R:1
C -3.55582 -1.06821 -1.44478 -0.163
N -3.57915 -1.59587 0.00132 0.679
O -4.63719 -1.83017 0.53730 -0.681
O -2.49566 -1.63997 0.56112 -0.244
H -3.13740 -0.06560 -1.26104 0.017
H -4.62345 -1.02777 -1.66241 0.217
H -2.97606 -1.74910 -2.10105 -0.005
C 2.21258 -0.23808 6.01432 -0.281
N 3.55266 -0.80709 6.08933 0.911
O 3.70086 -1.89533 5.62259 -0.448
O 4.38582 -0.15006 6.71315 -0.579
H 1.70271 -0.62514 5.14862 -0.183
H 2.29116 0.87853 5.95424 0.285
H 1.79642 -0.50222 6.98140 0.329
C 4.04668 3.40513 -0.86971 -0.688
N 5.10334 2.36934 -1.04917 1.067
O 6.19652 2.63731 -0.57954 -0.604
O 4.83990 1.31805 -1.58215 -0.570
H 3.47431 3.41308 -1.77489 0.237
H 4.63968 4.28665 -0.70571 0.326
H 3.47419 3.16311 0.00129 0.224
C -1.93298 -4.64091 0.72765 -0.762
N -1.62643 -4.02240 -0.56590 1.110
O -2.57306 -3.88880 -1.30953 -0.613
O -0.51429 -3.61169 -0.79892 -0.312
H -1.98710 -5.77951 0.62205 0.284
H -2.90450 -4.34058 1.06466 0.291
H -1.13860 -4.33895 1.38490 0.076
C 1.06870 5.85377 -2.42842 -0.608
N -0.37391 5.43562 -2.43367 1.034
O -1.08508 5.81893 -1.51512 -0.652
O -0.69363 4.67575 -3.32068 -0.610
H 1.69173 4.95689 -2.53869 0.056
H 1.30387 6.37176 -1.47909 0.307
H 1.13597 6.60427 -3.24836 0.320
C -3.35271 3.14401 -4.13220 -0.698
N -3.74130 2.24007 -2.97297 1.026
O -4.04315 1.07123 -3.13428 -0.594
O -3.65824 2.79060 -1.88386 -0.407
H -3.11665 2.61475 -5.04569 0.316
H -2.53007 3.71923 -3.69683 0.139
H -4.18457 3.78347 -4.17550 0.365
C -1.86783 -2.14668 3.82452 -0.389
N -0.40157 -2.19163 4.31675 0.627
O 0.52833 -2.02171 3.52515 -0.195
O -0.24630 -2.37786 5.48398 -0.576
H -1.81340 -1.86109 2.77547 -0.126
H -2.24116 -1.46837 4.53522 0.409
H -2.40791 -3.04725 4.05057 0.310
C 0.37136 -0.55317 -0.22074 1.708
N 0.19374 0.72906 -1.01651 0.991
O 1.16387 1.44999 -1.17076 -0.364
O -0.94336 1.04386 -1.28870 -0.090
H 0.21738 -1.38420 -0.89287 -0.679
H -0.28668 -0.67962 0.61324 -0.380
H 1.39918 -0.54164 0.05425 -1.008
C 0.67693 1.74723 -4.54092 -0.622
N 0.48649 3.00403 -5.30783 1.052
O -0.56553 3.18257 -5.88280 -0.554
O 1.46445 3.79265 -5.39318 -0.604
H 1.22067 1.04171 -5.16659 0.379
H -0.27644 1.21941 -4.33469 0.305
H 1.36784 1.94614 -3.71759 0.037
C -3.08706 2.61822 1.32317 0.394
C -2.80371 3.91437 0.80245 -1.265
C -1.49452 4.27407 0.92059 -0.415
C -0.58633 3.42546 1.59837 -0.099
C -0.88770 2.26971 2.12796 -0.028
C -2.25669 1.81916 1.98811 -0.595
N 0.83014 3.78333 1.37751 0.990
O 1.62720 3.55580 2.25217 -0.640
O 1.14580 4.34203 0.37958 -0.494
H -4.13362 2.23087 1.25244 0.156
H -3.67276 4.49432 0.46008 0.379
H -1.01100 5.14795 0.49253 0.568
H -0.17134 1.63348 2.65726 0.615
H -2.68142 0.91757 2.46043 0.375
C 1.91279 -5.30467 -3.74643 -0.568
C 0.59038 -5.41673 -4.16068 -0.486
C -0.21782 -4.28651 -4.14952 -0.368
C 0.33577 -3.06119 -3.82077 0.400
C 1.67479 -2.88690 -3.58548 -0.604
C 2.45900 -4.01778 -3.49130 -0.529
N -0.67076 -1.88874 -3.71180 1.170
O -0.18869 -0.79378 -3.58588 -0.458
O -1.82307 -2.17455 -3.88208 -0.713
H 2.51677 -6.18884 -3.51990 0.387
H 0.17318 -6.38185 -4.47898 0.378
H -1.36093 -4.41012 -4.06239 0.260
H 2.04155 -1.91861 -3.33432 0.494
H 3.46158 -3.97278 -3.22443 0.534
C 5.34716 -3.90788 3.39045 -0.444
C 4.54862 -4.57478 4.31032 -0.356
C 3.22633 -4.97563 4.03984 -0.392
C 2.75958 -4.67671 2.78964 -0.042
C 3.54309 -4.08953 1.85163 -0.283
C 4.87690 -3.68844 2.08760 -0.780
N 1.33545 -4.92364 2.39241 1.108
O 1.09320 -4.80762 1.21284 -0.576
O 0.49245 -5.10218 3.25679 -0.625
H 6.30689 -3.42597 3.60948 0.349
H 4.81090 -4.55115 5.40359 0.268
H 2.50935 -5.40522 4.78117 0.356
H 3.12690 -3.88189 0.89872 0.746
H 5.46879 -3.25458 1.28108 0.665
C 5.58366 1.04844 2.81672 -0.727
C 4.32816 1.19660 2.23094 -0.726
C 4.04957 0.40676 1.11011 0.346
C 4.93426 -0.54063 0.66206 0.282
C 6.21857 -0.70535 1.25443 -0.621
C 6.42713 0.02634 2.39024 -0.740
N 4.54318 -1.46257 -0.47306 1.049
O 5.43957 -2.01666 -1.04345 -0.669
O 3.38159 -1.59978 -0.70577 -0.223
H 5.81095 1.61998 3.72445 0.460
H 3.62053 1.99277 2.63061 0.276
H 3.17571 0.41119 0.48766 0.250
H 6.86987 -1.39939 0.77886 0.707
H 7.45398 0.03721 2.82261 0.364
C -7.43305 1.55548 1.22922 -0.466
C -6.82611 0.89602 0.17673 -0.246
C -6.83911 1.44182 -1.09905 -0.086
C -7.27156 2.70543 -1.32058 0.106
C -7.83609 3.41588 -0.27938 -0.652
C -7.97968 2.84595 1.00233 -0.559
N -7.34201 3.28663 -2.64298 1.099
O -7.84819 4.36600 -2.77026 -0.639
O -6.81444 2.67235 -3.53754 -0.622
H -7.44273 1.24918 2.26193 0.404
H -6.47140 -0.13910 0.29731 0.361
H -6.44340 0.82916 -1.89493 0.369
H -8.32839 4.33107 -0.50381 0.504
H -8.32384 3.45363 1.79057 0.417
```